Entry 1:
{"formula": "C5H8F18N2O5P2S2Ti", "method": "ωB97M-V/def2-TZVPD", "symbols": ["Ti", "C", "F", "F", "F", "S", "O", "O", "N", "S", "O", "O", "C", "F", "F", "F", "C", "C", "O", "N", "H", "H", "C", "H", "H", "H", "H", "H", "H", "P", "F", "F", "F", "F", "F", "F", "P", "F", "F", "F", "F", "F", "F"], "coordinates": [[0.676, 1.117, -0.531], [0.783, -1.932, -2.098], [-0.103, -0.993, -1.884], [0.109, -3.017, -2.560], [1.597, -1.506, -3.025], [1.659, -2.383, -0.503], [0.742, -3.166, 0.275], [2.839, -3.052, -0.886], [1.786, -0.741, 0.081], [2.788, -0.914, 1.186], [2.344, -1.835, 2.213], [4.167, -1.036, 0.676], [2.569, 0.868, 1.949], [1.233, 0.975, 2.239], [3.416, 1.160, 2.962], [2.694, 1.754, 0.949], [-3.763, -1.734, 0.024], [-2.761, -2.277, 1.046], [-2.029, -3.267, 0.778], [-2.423, -1.485, 2.301], [-3.133, -0.818, 2.569], [-2.516, -2.165, 3.043], [-1.008, -0.782, 2.328], [-4.772, -1.802, 0.430], [-3.534, -2.328, -0.860], [-3.547, -0.712, -0.287], [-0.232, -1.533, 2.478], [-1.085, 0.064, 3.011], [-0.782, -0.408, 1.329], [-2.127, 1.947, -0.206], [-3.580, 1.860, -1.015], [-2.885, 1.202, 1.009], [-1.693, 0.473, -0.683], [-0.753, 2.073, 0.623], [-1.301, 2.478, -1.452], [-2.588, 3.422, 0.333], [2.487, 2.892, -2.531], [3.385, 2.804, -3.884], [3.190, 4.257, -2.173], [1.314, 3.786, -3.274], [1.840, 3.092, -1.106], [1.489, 1.775, -3.094], [3.506, 1.887, -1.783]], "spin_multiplicity": 5, "homo_lumo_gap_ev": [4.30, 4.70]}

Entry 2:
{"formula": "C4H7N2O", "method": "ωB97M-V/def2-TZVPD", "symbols": ["C", "C", "C", "C", "N", "N", "O", "H", "H", "H", "H", "H", "H", "H"], "coordinates": [[0.171, 1.512, -0.653], [0.640, 0.897, -1.589], [-0.512, -1.521, -0.246], [0.030, 0.611, 0.946], [0.717, -1.500, -0.597], [-0.803, -0.531, 0.629], [-0.495, 1.233, 1.993], [-0.399, 2.382, -0.389], [1.277, 0.221, -2.121], [-1.350, -2.182, -0.392], [1.091, 0.147, 1.039], [0.952, -2.257, -1.251], [-1.745, -0.379, 1.015], [0.224, 1.786, 2.271]], "charge": 1, "de_lowest_kcal_mol": 112.39, "homo_lumo_gap_ev": [8.63, 8.63]}

Entry 3:
{"formula": "C20H21N5O2S", "method": "ωB97M-V/def2-TZVPD", "symbols": ["C", "C", "N", "C", "C", "S", "H", "C", "N", "C", "O", "C", "H", "H", "C", "C", "N", "N", "C", "O", "C", "C", "C", "N", "C", "C", "C", "C", "C", "C", "H", "H", "H", "H", "H", "H", "H", "H", "H", "H", "H", "C", "H", "H", "H", "H", "H", "H", "H"], "coordinates": [[-1.494, -2.738, -1.128], [-2.703, -2.017, -0.662], [-2.702, -0.956, 0.060], [-3.959, -0.520, 0.351], [-4.955, -1.283, -0.171], [-4.307, -2.603, -1.060], [-6.013, -1.139, -0.097], [-4.140, 0.729, 1.171], [-3.225, 1.754, 0.701], [-3.231, 2.133, -0.593], [-4.135, 1.890, -1.366], [-1.981, 2.907, -1.006], [-1.615, 3.512, -0.179], [-2.240, 3.549, -1.849], [-0.898, 1.919, -1.452], [-0.346, 1.129, -0.326], [-0.465, 1.352, 0.942], [0.210, 0.376, 1.590], [0.716, -0.393, 0.688], [0.404, 0.031, -0.560], [1.610, -1.559, 0.892], [3.026, -1.067, 0.936], [3.818, -0.939, 2.039], [5.032, -0.418, 1.686], [5.043, -0.185, 0.341], [6.035, 0.338, -0.478], [5.753, 0.464, -1.821], [4.515, 0.078, -2.343], [3.528, -0.445, -1.538], [3.785, -0.582, -0.173], [2.575, -0.738, -1.951], [4.336, 0.195, -3.402], [6.501, 0.868, -2.487], [6.992, 0.636, -0.074], [5.791, -0.230, 2.318], [3.599, -1.189, 3.059], [1.479, -2.262, 0.067], [1.352, -2.036, 1.837], [-1.307, 1.226, -2.193], [-0.073, 2.460, -1.927], [-2.336, 1.806, 1.192], [-3.865, 0.456, 2.645], [-4.553, -0.296, 3.023], [-3.987, 1.369, 3.222], [-2.845, 0.095, 2.764], [-5.165, 1.088, 1.025], [-1.075, -3.327, -0.311], [-1.745, -3.407, -1.947], [-0.741, -2.026, -1.457]], "smiles": "Cc1nc([C@@H](C)NC(=O)CCc2nnc(Cc3c[nH]c4ccccc34)o2)cs1", "de_lowest_kcal_mol": 12.60, "homo_lumo_gap_ev": 8.81}

Entry 4:
{"formula": "C14H17BF6N6OZr", "method": "ωB97M-V/def2-TZVPD", "symbols": ["H", "N", "B", "N", "C", "Zr", "H", "C", "H", "C", "H", "C", "H", "H", "H", "N", "N", "N", "N", "C", "C", "H", "H", "C", "C", "C", "C", "H", "H", "H", "H", "H", "C", "C", "O", "C", "F", "F", "F", "C", "F", "F", "F", "H", "H", "H"], "coordinates": [[0.621, 3.304, 0.203], [0.368, 1.648, -1.094], [-0.040, 0.098, -3.138], [0.309, 1.502, -2.485], [0.483, 2.709, -3.026], [0.151, -0.037, 0.096], [0.464, 2.854, -4.097], [0.669, 3.651, -2.012], [0.856, 4.691, -2.129], [0.566, 2.961, -0.817], [-0.059, 0.197, -4.333], [-1.877, -2.268, 1.802], [-1.344, -2.782, 2.616], [-1.125, -1.773, 1.137], [-2.335, -3.081, 1.227], [-1.473, -0.287, -2.621], [0.999, -1.016, -2.694], [-1.764, -0.428, -1.267], [1.243, -1.300, -1.341], [-2.586, -0.470, -3.341], [1.690, -1.891, -3.446], [-2.547, -0.377, -4.412], [1.632, -1.876, -4.541], [-3.639, -0.776, -2.486], [2.374, -2.774, -2.603], [-3.097, -0.755, -1.178], [2.069, -2.387, -1.297], [-4.660, -0.996, -2.747], [2.999, -3.606, -2.894], [-3.583, -0.969, -0.219], [2.369, -2.804, -0.344], [-2.646, -1.642, 2.182], [-0.388, 0.360, 4.225], [0.770, 0.628, 3.284], [0.469, 0.282, 1.952], [1.148, 2.148, 3.293], [1.438, 2.651, 4.524], [2.199, 2.400, 2.472], [0.111, 2.896, 2.814], [2.018, -0.176, 3.745], [2.368, 0.085, 5.041], [1.732, -1.503, 3.663], [3.081, 0.045, 2.938], [-1.312, 0.815, 3.838], [-0.158, 0.771, 5.217], [-0.564, -0.722, 4.296]], "charge": 2, "homo_lumo_gap_ev": 7.73}

Entry 5:
{"formula": "C27H54BrN3O20P", "method": "ωB97M-V/def2-TZVPD", "symbols": ["N", "C", "O", "C", "C", "C", "C", "C", "C", "O", "C", "Br", "C", "N", "P", "N", "H", "H", "H", "H", "H", "H", "H", "H", "H", "H", "H", "H", "H", "H", "H", "H", "H", "H", "C", "O", "C", "O", "O", "C", "H", "H", "H", "H", "H", "H", "C", "O", "C", "O", "O", "C", "H", "H", "H", "H", "H", "H", "C", "O", "C", "O", "O", "C", "H", "H", "H", "H", "H", "H", "C", "O", "C", "O", "O", "C", "H", "H", "H", "H", "H", "H", "C", "O", "C", "O", "O", "C", "H", "H", "H", "H", "H", "H", "C", "O", "C", "O", "O", "C", "H", "H", "H", "H", "H", "H"], "coordinates": [[-1.725, 4.453, -7.570], [-1.905, 3.688, -6.726], [-2.020, 2.737, -5.830], [-1.358, 1.545, -6.188], [0.171, 1.610, -6.357], [0.894, 1.165, -5.060], [1.253, -0.320, -4.832], [2.781, -0.546, -4.732], [3.631, -0.061, -5.896], [3.933, -1.171, -6.751], [0.512, 1.144, -7.803], [1.084, -0.667, -8.180], [-0.867, 1.298, -8.527], [-1.830, 0.884, -7.451], [-3.611, 0.814, -7.780], [-4.241, -0.016, -6.633], [-1.633, 0.858, -5.389], [0.419, 2.679, -6.411], [0.222, 1.471, -4.253], [1.776, 1.791, -4.933], [0.889, -0.569, -3.832], [0.760, -1.024, -5.500], [2.944, -1.596, -4.494], [3.121, 0.007, -3.851], [3.201, 0.783, -6.446], [4.589, 0.283, -5.488], [4.298, -0.814, -7.566], [1.144, 1.866, -8.310], [-0.981, 0.615, -9.364], [-1.001, 2.329, -8.846], [-1.598, -0.117, -7.347], [-4.027, 2.155, -7.726], [-3.819, 0.255, -9.055], [-4.705, -0.859, -6.952], [-4.019, 5.770, -6.137], [-4.841, 6.792, -5.593], [-6.011, 6.345, -5.124], [-6.372, 5.196, -5.142], [-6.689, 7.377, -4.644], [-7.974, 7.046, -4.104], [-3.105, 6.235, -6.487], [-3.780, 5.034, -5.365], [-4.520, 5.288, -6.977], [-7.872, 6.357, -3.268], [-8.613, 6.616, -4.872], [-8.408, 7.977, -3.753], [6.347, 2.947, -1.051], [5.060, 2.437, -1.422], [4.050, 2.942, -0.715], [4.131, 3.753, 0.164], [2.919, 2.379, -1.158], [1.740, 2.823, -0.481], [7.070, 2.458, -1.697], [6.392, 4.023, -1.207], [6.569, 2.708, -0.013], [1.600, 3.894, -0.615], [1.790, 2.581, 0.579], [0.906, 2.290, -0.931], [3.155, -0.718, -0.451], [2.433, -1.838, -0.967], [2.008, -2.696, -0.033], [2.188, -2.587, 1.149], [1.355, -3.680, -0.645], [0.836, -4.680, 0.242], [3.440, -0.104, -1.300], [2.527, -0.130, 0.216], [4.056, -1.044, 0.067], [0.117, -4.247, 0.935], [1.643, -5.163, 0.789], [0.332, -5.417, -0.377], [-2.088, -2.280, 3.597], [-2.717, -3.245, 4.444], [-2.502, -4.508, 4.086], [-1.830, -4.872, 3.155], [-3.153, -5.299, 4.936], [-3.006, -6.696, 4.673], [-2.336, -1.304, 4.003], [-1.007, -2.404, 3.603], [-2.475, -2.355, 2.582], [-1.962, -6.993, 4.745], [-3.400, -6.945, 3.689], [-3.582, -7.215, 5.433], [0.411, -0.974, 8.438], [1.734, -1.337, 8.037], [1.861, -1.601, 6.738], [0.983, -1.555, 5.917], [3.130, -1.928, 6.500], [3.407, -2.242, 5.133], [0.446, -0.790, 9.508], [0.085, -0.068, 7.930], [-0.287, -1.785, 8.242], [3.204, -1.385, 4.493], [2.821, -3.099, 4.807], [4.464, -2.487, 5.082], [-1.129, -2.243, 15.248], [-0.853, -2.423, 13.857], [0.421, -2.703, 13.586], [1.308, -2.807, 14.389], [0.541, -2.845, 12.265], [1.867, -3.149, 11.827], [-2.190, -2.024, 15.326], [-0.906, -3.152, 15.805], [-0.557, -1.408, 15.649], [2.210, -4.091, 12.250], [2.553, -2.347, 12.093], [1.829, -3.236, 10.744]], "charge": 1, "homo_lumo_gap_ev": 8.62}

Entry 6:
{"formula": "C33H62AuClGeO9SSi", "method": "ωB97M-V/def2-TZVPD", "symbols": ["Au", "C", "C", "C", "C", "O", "Ge", "O", "C", "C", "C", "C", "O", "C", "C", "C", "C", "H", "H", "H", "H", "H", "H", "H", "H", "H", "H", "H", "H", "H", "H", "H", "H", "H", "H", "H", "H", "H", "H", "H", "H", "H", "H", "H", "C", "C", "C", "C", "O", "Si", "S", "O", "C", "C", "C", "C", "O", "C", "C", "C", "C", "H", "H", "H", "H", "H", "H", "H", "H", "H", "H", "H", "H", "H", "H", "H", "H", "H", "H", "H", "H", "H", "H", "H", "H", "H", "H", "H", "C", "C", "C", "C", "Cl", "C", "C", "C", "O", "C", "C", "O", "O", "H", "H", "H", "H", "H", "H", "H", "H"], "coordinates": [[0.475, -0.986, 0.483], [-0.219, -0.495, 4.459], [-0.478, -1.660, 3.503], [-1.835, -1.505, 2.817], [-0.441, -2.984, 4.269], [0.576, -1.687, 2.522], [1.921, -3.056, 2.136], [3.006, -1.849, 1.370], [4.164, -1.100, 1.706], [4.692, -1.537, 3.080], [3.779, 0.380, 1.761], [5.218, -1.345, 0.628], [0.919, -3.298, 0.581], [0.965, -4.328, -0.413], [1.957, -5.409, 0.022], [-0.437, -4.920, -0.538], [1.421, -3.720, -1.739], [-1.029, -0.406, 5.181], [-0.145, 0.428, 3.889], [0.725, -0.650, 4.986], [-2.637, -1.683, 3.532], [-1.927, -2.228, 2.002], [-1.943, -0.494, 2.418], [-1.198, -3.005, 5.049], [0.543, -3.115, 4.731], [-0.623, -3.813, 3.578], [3.916, -1.378, 3.834], [5.573, -0.958, 3.345], [4.950, -2.599, 3.056], [2.959, 0.534, 2.464], [3.453, 0.698, 0.770], [4.632, 0.983, 2.067], [5.458, -2.407, 0.567], [6.124, -0.784, 0.849], [4.820, -1.015, -0.332], [1.661, -5.813, 0.995], [2.961, -4.981, 0.103], [1.979, -6.222, -0.700], [-0.723, -5.407, 0.395], [-0.475, -5.652, -1.343], [-1.153, -4.124, -0.750], [2.393, -3.239, -1.609], [0.702, -2.968, -2.066], [1.501, -4.490, -2.505], [-3.407, 1.964, 4.511], [-3.598, 2.507, 3.101], [-3.611, 4.030, 3.102], [-4.873, 1.961, 2.469], [-2.476, 2.012, 2.331], [-1.680, 2.531, 1.039], [0.146, 1.269, 1.256], [-2.414, 2.520, -0.381], [-3.157, 1.743, -1.333], [-3.508, 0.377, -0.758], [-4.409, 2.548, -1.664], [-2.292, 1.603, -2.574], [-1.088, 4.003, 1.291], [-0.241, 4.966, 0.613], [-1.167, 5.985, -0.043], [0.641, 4.316, -0.448], [0.616, 5.610, 1.695], [-4.225, 2.286, 5.154], [-2.467, 2.331, 4.924], [-3.378, 0.874, 4.493], [-4.439, 4.398, 3.707], [-3.726, 4.406, 2.083], [-2.675, 4.415, 3.505], [-5.744, 2.247, 3.057], [-4.828, 0.873, 2.411], [-4.984, 2.367, 1.462], [-4.204, 0.475, 0.075], [-2.602, -0.126, -0.410], [-3.969, -0.240, -1.530], [-5.056, 2.633, -0.790], [-4.966, 2.069, -2.469], [-4.124, 3.551, -1.983], [-1.420, 1.011, -2.331], [-1.984, 2.590, -2.924], [-2.838, 1.101, -3.371], [-1.817, 5.482, -0.760], [-0.584, 6.744, -0.563], [-1.787, 6.470, 0.712], [0.024, 3.858, -1.224], [1.263, 3.544, -0.002], [1.289, 5.064, -0.904], [-0.021, 6.050, 2.462], [1.243, 6.391, 1.266], [1.254, 4.858, 2.161], [3.339, -1.940, -4.344], [2.220, -1.979, -5.359], [2.417, -2.751, -6.503], [1.412, -2.971, -7.425], [1.711, -3.957, -8.808], [0.150, -2.429, -7.215], [-0.053, -1.633, -6.112], [0.974, -1.357, -5.201], [0.602, -0.473, -4.230], [1.505, 0.270, -3.457], [1.549, -0.189, -1.980], [2.604, -0.137, -1.373], [0.402, -0.566, -1.519], [3.890, -2.879, -4.388], [2.978, -1.817, -3.325], [4.051, -1.140, -4.559], [3.385, -3.208, -6.662], [-0.650, -2.628, -7.915], [-1.018, -1.180, -5.927], [1.119, 1.294, -3.431], [2.519, 0.286, -3.839]], "charge": 1, "spin_multiplicity": 2, "homo_lumo_gap_ev": [4.58, 3.47]}